(1)
19
Properties=species:S:1:pos:R:3:forces:R:3 method="wB97M-V/def2-TZVPD" total_charge=0 max_force_ev_per_a=1.04 e_tot_ev=-8463.560 smiles="CCCCCC=O"
H -1.537712 1.937080 -0.383621 0.11 -0.16 0.03
H 0.003839 -0.193076 0.990930 0.38 0.93 -0.29
H -0.854859 0.787190 -1.525962 0.03 -0.02 0.24
H 2.444939 -0.267596 1.393532 0.05 -0.02 -0.15
C -2.115526 -0.114704 -0.031678 -0.02 0.00 -0.03
H -1.905064 -2.245604 0.619535 0.00 -0.03 -0.07
H 2.055131 1.598918 -0.314617 -0.23 -0.22 0.05
H 0.205670 1.551383 1.173075 -0.01 -0.04 -0.06
H -3.008837 -0.142600 -0.671233 0.08 -0.02 0.05
H 1.765774 -1.408558 0.223167 0.14 0.11 0.02
C 2.311414 -0.463727 0.322458 0.15 -0.10 0.01
C 1.496191 0.649577 -0.327515 -0.02 -0.07 0.05
H 3.296591 -0.592787 -0.130092 -0.02 0.05 0.03
C 0.153592 0.759303 0.419236 -0.08 -0.17 0.16
O -0.578651 -1.788253 -0.820586 -0.50 0.03 0.35
C -1.098880 0.935829 -0.466913 -0.04 0.02 0.01
C -1.482361 -1.490451 -0.072755 -0.06 -0.21 -0.53
H -2.473252 0.082837 0.987459 0.06 -0.09 -0.11
H 1.322003 0.405235 -1.384428 -0.01 0.01 0.25

=====

(2)
19
Properties=species:S:1:pos:R:3:forces:R:3 method="wB97M-V/def2-TZVPD" total_charge=0 max_force_ev_per_a=0.59 e_tot_ev=-8462.925 smiles=CCC[C@H]1C[C@H]1O
H -1.604148 -1.197526 0.550432 -0.13 0.11 -0.17
H 0.455850 -1.511793 -1.723147 -0.18 0.32 0.05
H -1.661482 -2.466982 -0.759896 0.10 0.19 0.04
C -1.495621 -0.391460 -1.525108 -0.21 -0.14 -0.20
H 0.366311 -0.694435 1.648588 0.14 0.11 -0.11
H 1.805691 1.025752 2.837007 -0.03 0.03 -0.09
C 1.410422 1.189521 1.830983 0.08 0.06 0.07
H 2.138241 1.786595 1.268107 -0.06 -0.06 0.13
C -1.379419 -1.455061 -0.480174 -0.16 -0.02 0.07
H 2.020487 -0.739536 1.043526 -0.13 0.08 0.00
H -0.149470 1.022487 -0.180431 0.52 -0.18 0.20
C -0.128241 -0.861013 -1.069322 0.06 0.20 -0.04
H 0.492309 1.786279 1.909253 0.18 -0.10 0.05
H 1.388939 0.630677 -0.925716 0.04 -0.09 0.15
C 1.119261 -0.114774 1.095970 0.03 -0.06 0.01
O -1.966842 0.866341 -1.088651 -0.10 -0.13 -0.33
H -1.845452 -0.660206 -2.516996 -0.01 -0.11 0.09
H -1.558920 1.568780 -1.619530 -0.15 -0.35 0.08
C 0.592084 0.216354 -0.294895 0.01 0.15 0.00